(1)
Molecular formula: C36H28N9OsPS2
Method: DFT, ωB97M-V/def2-TZVPD

Each line ends with the Löwdin spin population.
Geometry (Å):
Os  1.2911  -0.1817  -0.9930  1.707
S  1.8530  0.4448  -3.1365  0.356
S  0.5708  -2.2277  -1.8789  0.361
P  0.9177  -0.8016  1.2362  0.062
N  -0.4504  1.0360  -1.2586  0.048
N  3.9008  -2.4447  -8.1814  0.002
N  -3.6512  3.8040  -0.0919  0.173
N  -1.8935  2.6670  -1.2433  0.007
N  2.4428  -1.4022  1.6323  0.006
N  -5.8009  4.0073  0.2620  0.051
N  2.2380  -5.7955  -6.5805  0.012
N  3.2449  -0.9021  -0.5107  0.043
N  -4.9483  4.1897  -0.6176  0.022
C  2.6801  -2.3627  -5.9034  0.012
C  -2.4781  1.6341  -1.9576  0.002
C  4.6963  -2.0047  1.0519  -0.002
C  -5.7119  3.1502  2.6171  0.085
C  -0.7576  1.0692  4.4864  0.000
C  3.4702  -1.4384  0.7076  0.022
C  0.0558  2.1846  4.6242  0.000
C  5.7126  -2.0224  0.1281  0.019
C  1.3500  1.4757  2.7291  0.006
C  -0.2862  -2.1296  1.4079  0.010
C  0.5325  0.3521  2.5835  0.006
C  -1.5839  -1.8755  0.9579  0.003
C  2.1825  -4.7791  -6.0501  0.002
C  -3.4203  2.5034  3.3245  0.005
C  0.3266  3.1375  -0.1440  0.031
C  -0.5251  0.1519  3.4668  0.000
C  1.9671  -1.1025  -3.9720  0.048
C  -0.9085  -4.3993  1.8978  0.001
C  -2.4990  3.9433  -0.9789  0.012
C  3.3540  -2.4086  -7.1729  0.001
C  4.2664  -0.9294  -1.4050  0.022
C  -2.5385  -2.8773  0.9917  0.001
C  -2.8822  2.8472  2.1146  0.165
C  2.1096  -3.5232  -5.3530  0.027
C  1.4680  -3.4628  -4.1277  0.015
C  -3.7929  3.3657  1.1393  0.108
C  1.1150  2.3880  3.7443  0.001
C  -4.8021  2.6496  3.5867  0.287
C  -5.1820  3.4917  1.4122  0.064
C  -0.6547  2.2714  -0.8463  0.019
C  2.5976  -1.1666  -5.2145  0.024
C  5.4929  -1.4679  -1.1320  -0.001
C  -1.5771  0.6300  -1.9588  0.010
C  -2.1986  -4.1405  1.4630  0.001
C  1.3900  -2.2581  -3.4294  0.070
C  0.0522  -3.3959  1.8681  0.001
H  3.0333  -0.2719  -5.6403  0.000
H  1.2747  2.6025  -0.1058  0.032
H  1.7643  3.2454  3.8634  0.000
H  -1.8425  -0.8940  0.5695  0.001
H  -5.1859  2.3696  4.5591  0.012
H  -1.1519  -0.7266  3.3760  0.000
H  0.0308  3.3694  0.8813  0.000
H  1.0625  -3.6134  2.1891  0.000
H  2.1859  1.6247  2.0532  0.005
H  0.4876  4.0708  -0.6854  0.001
H  4.0634  -0.4827  -2.3646  0.007
H  6.6682  -2.4613  0.3813  0.001
H  -6.7663  3.2528  2.8371  0.001
H  -1.5529  0.8874  5.1990  0.000
H  -1.7708  4.6076  -0.5195  0.005
H  1.0263  -4.3596  -3.7149  0.002
H  -2.7770  2.1090  4.0990  -0.004
H  4.8268  -2.4280  2.0385  0.000
H  -3.5426  -2.6843  0.6379  0.000
H  -0.6441  -5.3858  2.2537  0.000
H  -2.9409  -4.9271  1.4798  0.000
H  2.6690  -1.7331  2.5590  0.000
H  -3.4552  1.7202  -2.4018  0.000
H  -1.8266  2.7280  1.9082  0.007
H  6.2618  -1.4517  -1.8897  0.000
H  -1.6313  -0.3492  -2.4024  0.003
H  -2.8857  4.4019  -1.8874  0.000
H  -0.1163  2.8848  5.4314  0.000

Properties
HOMO energy (spin up / spin down): -11.862 / -12.954 eV
charge: +2
max |F|: 0.60 eV/A
relative energy (zero: lowest compared OMol25 entry of this formula, charge and spin): 12.3 kcal per mole
spin multiplicity: 5
<S²>: 6.04
energy: -3109.3095 Eh
orbital gap (spin up / spin down): 5.29 / 2.80 eV

(2)
Molecular formula: C16H16N2O6Os
Method: DFT, ωB97M-V/def2-TZVPD

Each line ends with the natural charge from an NBO analysis.
Geometry (Å):
Os  -0.0746  -0.0760  -0.3700  0.948
O  0.2571  -3.4866  1.8694  -0.614
O  0.0025  3.4965  1.6332  -0.616
O  -0.5727  0.4193  -3.3181  -0.485
O  -0.1918  1.9874  -0.0103  -0.753
O  0.5508  0.0804  5.6644  -0.642
O  -0.0322  -2.1119  0.1183  -0.744
N  -0.0158  -0.0024  1.6549  -0.488
N  2.1255  -0.0201  -0.2391  -0.396
C  0.0406  1.1821  2.2399  0.127
C  0.3278  -1.1455  3.6788  -0.258
C  -1.3489  1.5800  -2.9714  -0.272
C  6.3999  0.0288  0.0576  -0.640
C  0.1406  -1.1456  2.3158  0.119
C  -0.0670  -0.3106  -2.3441  0.298
C  4.9008  0.0164  -0.0229  0.037
C  4.2010  -1.1785  -0.1677  -0.200
C  2.7784  1.1327  -0.0848  0.056
C  0.6600  -1.4742  -2.9583  -0.722
C  4.1554  1.1872  0.0287  -0.246
C  0.2324  1.2756  3.5986  -0.293
C  -0.0587  2.3526  1.2393  0.741
C  0.3651  0.0904  4.3281  0.351
C  0.1202  -2.3817  1.3923  0.740
C  2.8253  -1.1603  -0.2698  0.031
H  0.4521  -2.0719  4.2221  0.260
H  0.4200  -2.3840  -2.4066  0.250
H  -1.0422  1.9789  -2.0095  0.229
H  0.2847  2.2534  4.0634  0.244
H  6.7502  -0.6277  0.8550  0.232
H  0.4246  -1.5935  -4.0167  0.220
H  2.2508  -2.0718  -0.3752  0.246
H  6.7805  1.0320  0.2403  0.223
H  0.5503  0.9813  6.0063  0.487
H  6.8304  -0.3355  -0.8766  0.233
H  2.1744  2.0307  -0.0651  0.241
H  4.7254  -2.1248  -0.2006  0.221
H  -2.4019  1.3024  -2.9475  0.184
H  1.7361  -1.3028  -2.8589  0.229
H  -1.1848  2.3134  -3.7562  0.195
H  4.6402  2.1466  0.1529  0.228

Properties
HOMO energy (spin up / spin down): -7.438 / -7.445 eV
charge: 0
max |F|: 1.94 eV/A
relative energy (zero: lowest compared OMol25 entry of this formula, charge and spin): 0.0 kcal per mole
spin multiplicity: 1
energy: -1270.9358 Eh
orbital gap (spin up / spin down): 6.98 / 6.98 eV

(3)
Molecular formula: C3H5FOS
Method: DFT, ωB97M-V/def2-TZVPD

Each line ends with the natural charge from an NBO analysis.
Geometry (Å):
S  2.5452  -0.6907  -0.0347  -0.036
F  -0.2983  -1.8629  -0.3400  -0.324
O  1.0797  1.4782  -0.2119  -0.528
C  -0.2324  -0.6245  0.1962  0.111
C  0.9941  0.2617  -0.1058  0.423
C  -1.4887  0.2307  -0.1083  -0.666
H  -1.5202  1.1908  0.4639  0.239
H  -2.3598  -0.1712  0.3987  0.223
H  3.2340  0.3570  -0.3539  0.138
H  -0.2353  -0.7406  1.2195  0.187
H  -1.7183  0.5715  -1.1238  0.233

Properties
HOMO energy: -10.082 eV
charge: 0
max |F|: 4.27 eV/A
relative energy (zero: lowest compared OMol25 entry of this formula, charge and spin): 9.6 kcal per mole
spin multiplicity: 1
energy: -690.5743 Eh
orbital gap: 10.56 eV

(4)
Molecular formula: C21H33BaN3O7P2
Method: DFT, ωB97M-V/def2-TZVPD

Each line ends with the Löwdin charge.
Geometry (Å):
Ba  2.2887  0.9878  0.7387  1.817
P  0.4550  1.8915  -1.5240  0.796
P  0.0179  -1.2669  -2.9052  0.857
O  0.7856  -0.0868  8.4843  0.051
O  -1.1732  0.6867  7.8184  0.050
O  4.6344  -0.0122  5.3265  0.081
O  3.9114  -0.0316  3.2404  -0.046
O  2.3041  2.2258  3.0217  -0.218
O  -1.6830  1.8801  2.9477  0.075
O  0.0377  1.2050  1.7920  -0.317
N  0.0516  0.4915  7.6531  -0.324
N  3.7629  0.2296  4.4697  -0.288
N  -0.4964  1.5592  2.9041  -0.287
C  1.2142  3.4352  -0.9155  -0.346
C  -0.1899  1.4151  5.3875  0.122
C  -0.7049  -1.0759  -0.4135  -0.195
C  1.7409  1.5416  3.9339  -0.352
C  0.6442  0.9326  6.4113  -0.144
C  2.0029  0.6746  6.1948  0.106
C  0.7725  0.1659  -3.8601  -0.322
C  -0.8753  -2.3477  -1.4190  -0.338
C  2.5103  0.8022  4.9034  -0.085
C  -2.0054  0.4715  -1.7727  -0.240
C  1.4855  1.1678  -2.9267  -0.410
C  -3.1156  -1.2529  -3.0519  -0.156
C  -0.5840  2.8066  -2.7933  -0.260
C  0.3096  1.4858  4.0771  -0.084
C  -0.5354  -2.4006  -4.2609  -0.188
C  -1.8215  -0.3589  -2.9302  -0.345
C  1.6636  -2.1188  -2.6451  -0.203
C  -1.8683  -0.0637  -0.4369  -0.231
C  -2.0991  -2.9596  -1.5060  -0.126
C  0.8191  -1.3137  2.4040  -0.196
C  -3.3258  -2.3037  -1.9438  -0.210
H  1.1706  3.5069  0.1742  0.009
H  1.4924  -0.3013  -4.5558  0.087
H  1.0329  -2.2413  1.8563  -0.059
H  -2.1633  -4.0201  -1.2498  0.109
H  -3.0857  -1.7777  -4.0192  0.091
H  1.4501  -1.1880  3.2943  -0.074
H  -4.0447  -3.0553  -2.3355  0.123
H  2.2656  3.4726  -1.2145  0.040
H  -3.8305  -1.8324  -1.0855  0.103
H  0.1086  3.2279  -3.5382  0.051
H  -1.6674  0.7263  0.3016  0.091
H  -1.3239  2.2045  -3.3395  0.025
H  1.8061  2.0492  -3.4999  0.073
H  -2.8210  -0.5112  -0.1186  0.112
H  -1.7500  0.1731  -3.9026  0.087
H  0.2952  -2.7902  -4.8582  0.045
H  0.1793  -0.4783  -0.7939  -0.005
H  2.6286  0.3446  7.0257  0.139
H  -1.2110  1.6943  5.6189  0.135
H  -3.9620  -0.5538  -3.1039  0.115
H  2.3831  0.6805  -2.5084  0.044
H  0.6996  4.2879  -1.3083  0.034
H  -1.0399  -3.2659  -3.8155  0.055
H  -0.4297  -1.4158  0.6033  0.052
H  2.3193  -1.5406  -1.9884  0.025
H  -1.1107  3.6326  -2.2983  0.053
H  -2.5144  1.4394  -1.9184  0.109
H  0.0355  0.6607  -4.5158  0.080
H  2.1876  -2.2490  -3.6080  0.051
H  -0.2383  -1.1861  2.6661  -0.038
H  -1.2538  -1.9781  -4.9799  0.052
H  -0.0790  -3.0646  -1.1795  0.092
H  1.5365  -3.1138  -2.2084  0.048

Properties
HOMO energy (spin up / spin down): -5.577 / -5.577 eV
charge: 0
max |F|: 4.10 eV/A
relative energy (zero: lowest compared OMol25 entry of this formula, charge and spin): 128.7 kcal per mole
spin multiplicity: 1
energy: -2218.5106 Eh
orbital gap (spin up / spin down): 4.36 / 4.36 eV

(5)
Molecular formula: C2BrN2P
Method: DFT, ωB97M-V/def2-TZVPD

Each line ends with the natural charge from an NBO analysis.
Geometry (Å):
Br  3.2620  -0.4380  -0.1355  -0.039
P  1.7866  0.4122  1.2448  0.876
N  0.2602  1.9439  -0.6850  -0.120
N  -1.7758  -1.8137  -0.1521  -0.526
C  0.8831  1.3256  0.0580  -0.227
C  -0.8460  -1.5815  0.4658  0.037

Properties
HOMO energy (spin up / spin down): -9.984 / -9.983 eV
charge: 0
max |F|: 3.98 eV/A
relative energy (zero: lowest compared OMol25 entry of this formula, charge and spin): 56.5 kcal per mole
spin multiplicity: 1
energy: -3100.9168 Eh
orbital gap (spin up / spin down): 5.34 / 5.34 eV

(6)
Molecular formula: C20H17ClN3O4S2Zn
Method: DFT, ωB97M-V/def2-TZVPD

Each line ends with the natural charge from an NBO analysis.
Geometry (Å):
Zn  -1.6437  1.0568  -0.7951  1.664
Cl  2.3489  -0.8633  2.1122  1.190
S  -3.8253  1.2198  -2.5259  -0.351
S  -2.3264  0.4125  -5.0777  0.374
O  -2.7750  -0.6589  -0.1152  -0.777
O  -1.5954  4.7565  -0.2430  -0.405
O  -0.8345  3.0036  -1.2723  -0.591
O  -2.2903  2.7705  0.2874  -0.604
N  -1.3549  0.2978  -2.7037  -0.736
N  -0.2892  0.0620  0.3840  -0.682
N  -1.5736  3.5613  -0.4071  0.717
C  0.2243  -2.2351  1.1907  -0.440
C  0.8059  -0.3559  5.2088  -0.167
C  -0.6937  0.1512  3.5633  -0.234
C  -0.3346  -0.1153  -3.5384  0.203
C  -2.4591  0.6291  -3.3442  -0.084
C  0.9326  0.8194  0.7491  -0.158
C  -0.5470  -1.1896  0.6022  0.259
C  0.2353  -0.5342  -5.8600  -0.217
C  0.3925  0.8635  3.2187  0.016
C  1.4994  -0.9220  -5.4462  -0.235
C  0.9379  -0.5080  -3.1279  -0.246
C  -0.4398  -0.6014  4.7909  -0.246
C  -1.7928  -1.6983  -0.1130  -0.112
C  1.4476  -2.2240  1.7884  -0.414
C  -0.6783  -0.1304  -4.8960  -0.255
C  1.8447  -0.9072  -4.0928  -0.197
C  0.5381  1.7006  1.9652  -0.454
C  1.5048  0.5324  4.2103  -0.331
C  2.6664  -0.2826  3.6032  -0.672
C  2.2743  0.1394  0.8344  -0.685
H  2.8046  -1.2386  3.9748  0.176
H  1.9732  1.4156  4.6512  0.234
H  1.2896  2.4844  2.0821  0.222
H  -0.1506  -3.2308  0.9677  0.210
H  -0.4187  2.1819  1.7461  0.228
H  1.0959  1.4973  -0.0952  0.232
H  1.2029  -0.4880  -2.0761  0.246
H  -1.1554  -1.2525  5.2744  0.205
H  3.6122  -1.1730  1.8539  0.172
H  -0.0317  -0.5432  -6.9090  0.212
H  -1.5216  -1.9526  -1.1435  0.196
H  -1.6215  0.1331  3.0071  0.219
H  -3.4485  -0.8127  -0.7933  0.512
H  1.2898  -0.7411  6.0944  0.202
H  2.8387  -1.2098  -3.7902  0.214
H  2.2280  -1.2366  -6.1824  0.207
H  -2.1860  -2.5835  0.3879  0.183

Properties
HOMO energy: -3.856 eV
charge: -1
max |F|: 3.85 eV/A
relative energy (zero: lowest compared OMol25 entry of this formula, charge and spin): 360.2 kcal per mole
spin multiplicity: 1
energy: -4272.9313 Eh
orbital gap: 6.25 eV

(7)
Molecular formula: C9H16NO
Method: DFT, ωB97M-V/def2-TZVPD

Each line ends with the natural charge from an NBO analysis.
Geometry (Å):
O  -1.6085  2.6879  -0.0859  -0.712
N  -2.5137  -1.7774  2.2352  -0.695
C  3.4216  0.2851  -1.4392  -0.604
C  0.9668  0.9988  -1.9050  -0.154
C  0.6643  2.2722  0.4655  -0.324
C  -1.9778  -1.7537  0.7783  -0.248
C  -0.8670  -2.7438  0.6631  -0.648
C  -0.3892  2.2467  -0.4325  0.317
C  1.8574  1.6899  0.0635  -0.159
C  -0.2524  1.5778  -1.6718  -0.318
C  2.0976  0.9616  -1.0865  -0.075
H  3.2099  -0.2152  -2.4191  0.217
H  2.7250  1.7026  0.7288  0.207
H  3.7490  -0.4067  -0.8152  0.212
H  4.1681  0.9883  -1.5391  0.225
H  -0.0953  -2.5532  -0.0835  0.272
H  -1.6927  -0.7864  0.3795  0.263
H  -0.3534  -2.8899  1.5161  0.213
H  -0.9821  1.7695  -2.4277  0.237
H  0.5753  2.7405  1.4576  0.221
H  -3.2652  -1.0514  2.4611  0.463
H  -2.7930  -1.8523  -0.0212  0.247
H  -1.3727  -3.6048  0.3845  0.229
H  -1.5968  -1.5607  2.7356  0.458
H  -1.8246  3.2997  0.6457  0.507
H  -2.8717  -2.6795  2.4998  0.444
H  1.0211  0.6543  -3.0875  0.208

Properties
HOMO energy: -10.932 eV
charge: +1
max |F|: 5.81 eV/A
relative energy (zero: lowest compared OMol25 entry of this formula, charge and spin): 55.0 kcal per mole
spin multiplicity: 1
energy: -482.2052 Eh
orbital gap: 7.10 eV

(8)
Molecular formula: H20O10
Method: DFT, ωB97M-V/def2-TZVPD

Each line ends with the natural charge from an NBO analysis.
Geometry (Å):
O  8.0430  23.0780  2.7640  -0.958
O  7.7110  20.2230  3.1100  -0.989
O  8.3830  19.8800  5.8800  -0.988
O  5.4740  19.7330  4.8550  -0.916
O  10.8720  21.4260  4.2200  -0.932
O  4.8520  17.3770  2.0290  -0.948
O  9.0280  22.4870  6.6150  -0.952
O  9.0200  17.7060  0.9500  -0.948
O  7.4880  17.3810  3.1100  -0.998
O  7.5850  21.3080  0.2990  -0.952
H  5.7920  19.8600  4.0110  0.470
H  5.7130  18.8160  4.8910  0.455
H  7.2860  22.4990  2.7350  0.482
H  8.4810  20.3510  3.6690  0.503
H  10.5630  21.1300  5.0570  0.475
H  8.5270  22.5520  7.4210  0.458
H  8.2400  17.6000  2.5710  0.506
H  9.2940  17.0330  0.3000  0.487
H  7.8390  23.9010  3.1830  0.476
H  7.6430  16.4910  3.4110  0.489
H  8.7430  21.6530  6.2800  0.478
H  9.7330  18.3270  0.7740  0.481
H  5.5130  17.3730  2.6770  0.473
H  7.5810  19.7000  5.3800  0.504
H  8.1700  22.0190  0.2200  0.468
H  11.3070  20.6610  3.8050  0.459
H  8.3330  19.5510  6.7660  0.487
H  7.8220  20.9270  1.1380  0.479
H  7.5900  19.2770  3.0290  0.483
H  4.6560  18.2940  1.7920  0.471

Properties
HOMO energy: -10.762 eV
charge: 0
max |F|: 3.80 eV/A
relative energy (zero: lowest compared OMol25 entry of this formula, charge and spin): 71.3 kcal per mole
spin multiplicity: 1
energy: -764.3683 Eh
orbital gap: 10.61 eV